C23H14F6N2O2 | ωB97M-V/def2-TZVPD

As for the relative energy (zero: lowest compared OMol25 entry of this formula, charge and spin): 3.597 eV. For the highest occupied orbital energy, the calculation gives -7.2808 eV. The calculation puts the LUMO energy at -3.8 eV.

Structure (XYZ):
```
47
C23H14F6N2O2, DFT ωB97M-V/def2-TZVPD
F 5.295 -1.646 -4.916
C 4.013 -1.310 -5.284
F 4.091 -0.867 -6.578
F 3.285 -2.466 -5.292
C 3.405 -0.298 -4.353
C 2.674 0.777 -4.873
C 2.149 1.712 -3.998
C 2.340 1.643 -2.583
C 1.896 2.723 -1.760
C 2.340 3.059 -0.444
C 3.498 2.499 0.180
C 3.849 2.818 1.490
C 3.125 3.799 2.164
C 3.474 4.156 3.582
F 3.399 5.505 3.834
F 2.616 3.543 4.452
F 4.739 3.775 3.932
C 2.060 4.470 1.559
C 1.698 4.116 0.271
C 2.997 0.466 -2.107
C 3.576 -0.443 -2.978
H 2.586 0.918 -5.946
H 1.600 2.566 -4.398
H 1.346 3.507 -2.282
H 4.131 1.819 -0.378
H 4.701 2.336 1.965
H 1.547 5.280 2.072
H 0.884 4.646 -0.215
H 3.071 0.284 -1.038
H 4.212 -1.245 -2.596
C -1.233 2.832 -1.416
N -1.695 1.548 -1.375
O -1.061 0.581 -1.904
O -2.823 1.308 -0.826
C -2.044 3.843 -0.826
C -3.091 3.593 0.107
C -3.846 4.648 0.604
C -3.594 5.967 0.195
C -4.348 7.062 0.727
N -4.928 7.977 1.170
C -2.570 6.222 -0.733
C -1.811 5.179 -1.232
H -0.434 3.085 -2.112
H -3.334 2.576 0.357
H -4.650 4.440 1.312
H -2.384 7.246 -1.066
H -1.036 5.331 -1.987
```

=====

C23H15AsCdO6 | ωB97M-V/def2-TZVPD

As for the total charge: +2. For the highest occupied orbital energy, the calculation gives -14.6463 eV. The calculation puts the LUMO energy at -7.0 eV.

Structure (XYZ):
```
46
C23H15AsCdO6, DFT ωB97M-V/def2-TZVPD
O -0.064 0.007 -6.828
C -0.059 0.007 -5.714
Cd -0.036 -0.002 -3.182
O 2.088 -2.735 -3.340
C 1.384 -1.842 -3.371
C -1.513 1.859 -3.372
O -2.206 2.743 -3.339
C -1.901 -1.438 -3.381
O -2.806 -2.143 -3.374
C 1.779 1.448 -3.373
O 2.677 2.155 -3.339
O -0.239 0.048 -1.053
As 0.038 -0.009 0.607
C -1.467 -1.154 1.027
C -2.404 -1.671 0.115
C -3.443 -2.454 0.625
C -3.541 -2.704 2.009
C -2.594 -2.170 2.890
C -1.545 -1.387 2.404
C 1.808 -0.738 0.708
C 1.917 -1.921 1.449
C 3.195 -2.423 1.720
C 4.330 -1.769 1.225
C 4.194 -0.607 0.446
C 2.928 -0.084 0.167
C -0.253 1.858 0.926
C -1.363 2.153 1.724
C -1.565 3.481 2.109
C -0.699 4.487 1.658
C 0.374 4.169 0.808
C 0.600 2.849 0.412
H -2.321 -1.468 -0.945
H -4.187 -2.873 -0.052
H -4.365 -3.320 2.404
H -2.654 -2.348 3.957
H -0.796 -0.953 3.069
H 1.017 -2.411 1.823
H 3.288 -3.322 2.322
H 5.331 -2.170 1.446
H 5.077 -0.098 0.064
H 2.814 0.813 -0.442
H -2.020 1.349 2.057
H -2.398 3.714 2.762
H -0.867 5.529 1.968
H 1.044 4.951 0.460
H 1.422 2.595 -0.257
```

=====

C23H15MnN3S6 | ωB97M-V/def2-TZVPD

As for the total charge: -2. For the highest occupied orbital energy (spin up / spin down), the calculation gives -0.7905 / -0.9962 eV. As for the expectation value of S²: 0.80. As for the spin multiplicity: 2. The calculation puts the LUMO energy (spin up / spin down) at 4.4 / 4.4 eV.

Structure (XYZ):
```
48
C23H15MnN3S6, DFT ωB97M-V/def2-TZVPD
Mn 0.191 -0.654 0.830
S 0.796 -2.198 -0.870
C -0.618 -2.581 -1.795
C -0.562 -3.630 -2.738
C -1.650 -4.002 -3.498
C -2.876 -3.352 -3.345
C -2.963 -2.326 -2.422
C -1.856 -1.921 -1.677
S -2.054 -0.547 -0.566
C -2.467 0.785 -1.770
C -1.405 1.846 -1.738
C -1.655 3.187 -1.473
C -0.571 4.038 -1.325
C 0.713 3.525 -1.399
C 0.858 2.167 -1.668
C 2.146 1.427 -1.527
S 2.154 0.601 0.114
C 2.118 2.081 1.100
C 3.240 2.903 1.129
C 3.221 4.114 1.800
C 2.052 4.485 2.467
C 0.948 3.657 2.466
C 0.938 2.421 1.784
S -0.465 1.406 1.815
N -0.179 1.371 -1.888
H 0.382 -4.151 -2.847
H -1.552 -4.817 -4.207
H -3.744 -3.655 -3.917
H -3.907 -1.818 -2.261
H -3.448 1.192 -1.525
H -2.508 0.323 -2.755
H -2.670 3.540 -1.338
H -0.726 5.084 -1.086
H 1.579 4.137 -1.182
H 3.024 2.068 -1.594
H 2.199 0.617 -2.254
H 4.138 2.579 0.614
H 4.099 4.748 1.820
H 2.012 5.426 3.006
H 0.050 3.943 2.999
S 1.846 -1.404 2.321
C 0.924 -2.381 3.422
C 1.650 -2.997 4.494
N 2.261 -3.484 5.343
C -0.417 -2.591 3.301
S -1.395 -1.891 2.049
C -1.095 -3.421 4.254
N -1.666 -4.080 5.010
```